{"formula": "C7H9ClNO2", "method": "ωB97M-V with the def2-TZVPD basis set", "elements": ["C", "C", "C", "C", "C", "C", "C", "N", "O", "O", "Cl", "H", "H", "H", "H", "H", "H", "H", "H", "H"], "xyz": [[2.34679, -2.47436, 0.36817], [1.54055, -1.50970, 0.41828], [-0.76162, 4.29775, -0.95447], [-1.39004, -1.06883, -0.52514], [-1.20291, 0.95152, 0.81954], [3.03002, -3.56494, 0.29758], [0.69993, -0.46794, 0.72997], [-0.54246, -0.26853, 0.27072], [0.19150, 3.77672, -0.41116], [-1.27800, 5.33112, -1.10007], [-1.76442, 2.77173, -1.81628], [-2.39028, -1.15612, -0.10785], [-1.49801, -0.52999, -1.45244], [-1.04368, -2.02186, -0.88547], [-0.82112, 1.13045, 1.92721], [-0.91300, 1.67534, 0.13365], [-2.21287, 0.66023, 0.80040], [2.68105, -4.29971, -0.37227], [4.07914, -3.61702, 0.69231], [1.24941, 0.38415, 1.16732]], "lowdin_charge": [-0.2140, -0.0278, -0.9913, -0.0707, -0.0557, -0.0835, -0.1182, -0.2215, -0.0791, 0.0104, 0.2502, 0.0841, 0.0812, 0.0830, 0.1314, -0.0353, 0.0532, 0.0167, 0.0524, 0.1345], "orbital_gap_ev": 7.6, "de_lowest_kj_mol": 71.4, "energy_ev": -25511.427, "e_homo_ev": -4.349, "total_charge": -1, "fmax_ev_per_a": 3.725}